Here is a structure of composition C16H48AlFO8 from OMol25. Energies are from ωB97M-V/def2-TZVPD.

Last column: Mulliken spin population.
Positions of all 74 atoms, in Å:
Al: -0.6827 -2.4238 -1.4942  0.019
F: -0.0993 0.1281 -0.0495  -0.001
C: 3.6286 -0.5795 -3.1777  0.005
C: 2.8781 -0.8405 -1.8984  -0.008
O: 2.3353 -2.0816 -1.9096  0.010
H: 2.9738 -0.2125 -3.9681  0.001
H: 4.1720 -1.4678 -3.5000  0.000
H: 4.4104 0.1711 -3.0621  0.000
H: 2.1191 -0.0932 -1.6674  0.004
H: 3.5980 -0.7662 -1.0833  0.006
H: 3.0622 -2.7077 -1.8737  -0.001
C: 3.2237 -2.4288 1.7925  -0.001
C: 1.7632 -2.6103 1.7943  -0.001
O: 1.3526 -3.2267 0.5819  -0.005
H: 3.5290 -1.8305 0.9341  -0.002
H: 3.7468 -3.3839 1.7452  0.000
H: 3.4897 -1.8520 2.6783  0.001
H: 1.1738 -1.6935 1.7845  0.005
H: 1.2839 -3.1821 2.5889  -0.002
H: 1.3768 -4.1741 0.7351  0.000
C: -1.8588 1.2791 4.4437  0.000
C: -1.5942 1.1806 2.9611  0.003
O: -0.5570 0.2467 2.7385  -0.017
H: -2.4800 2.1075 4.7840  0.000
H: -0.9264 1.3242 5.0066  0.000
H: -2.4732 0.4482 4.7905  0.000
H: -1.2029 2.1425 2.6299  -0.005
H: -2.4863 0.9120 2.3954  -0.002
H: -0.2417 0.2994 1.8333  -0.004
C: -1.8197 -3.0763 3.4207  -0.181
C: -2.6661 -2.4687 2.2683  -0.033
O: -1.6940 -1.9692 1.3281  -0.694
H: -1.1105 -3.8012 3.0210  0.004
H: -2.3828 -3.5725 4.2113  -0.017
H: -1.2503 -2.3272 3.9709  0.004
H: -3.3372 -1.6600 2.5576  -0.021
H: -3.2325 -3.2912 1.8314  -0.014
H: -1.3626 -1.1516 1.7066  0.005
C: 0.4450 -0.5726 -5.5093  0.059
C: -0.5924 0.0631 -4.6508  0.029
O: -0.1899 -0.0461 -3.2974  0.657
H: 0.1421 -0.5250 -6.5552  0.000
H: 0.6325 -1.5969 -5.1870  0.003
H: 1.3869 -0.0243 -5.5231  0.009
H: -1.5267 -0.4933 -4.7252  0.111
H: -0.8039 1.1017 -4.9050  0.022
H: -0.4573 0.7897 -2.9081  -0.004
C: 2.2375 2.7353 2.4207  0.209
C: 2.6219 1.3379 1.8193  0.035
O: 2.4017 1.3084 0.4297  0.689
H: 1.2759 3.0074 1.9855  -0.003
H: 2.9814 3.4654 2.1019  0.003
H: 2.1784 2.7291 3.5091  0.004
H: 2.0649 0.5528 2.3307  0.025
H: 3.6810 1.1095 1.9384  0.020
H: 1.4701 1.0850 0.3679  -0.007
C: -4.5428 -0.3243 -0.0091  0.005
C: -3.3950 0.4424 -0.7447  0.002
O: -3.0644 -0.4251 -1.8405  0.035
H: -5.4891 -0.4659 -0.5312  0.000
H: -4.8064 0.3201 0.8295  0.000
H: -4.2574 -1.3246 0.3167  0.002
H: -2.5556 0.5676 -0.0607  -0.003
H: -3.6312 1.4385 -1.1190  0.001
H: -3.6518 -0.2940 -2.5885  -0.003
C: -0.3627 4.5810 -1.9819  0.002
C: 0.1869 3.2847 -1.4338  0.001
O: -0.6444 2.2054 -1.7152  0.032
H: -1.3578 4.8622 -1.6373  0.000
H: -0.3715 4.5370 -3.0710  0.001
H: 0.3729 5.3181 -1.6600  0.000
H: 0.1902 3.2930 -0.3438  0.002
H: 1.2016 3.1014 -1.7872  0.002
H: -0.4294 1.4885 -1.1140  0.000

HOMO (alpha / beta) = -18.15 / -18.08 eV
Spin multiplicity = 2
⟨S²⟩ = 1.762
Net charge = +3
Frontier orbital gap (alpha / beta) = 0.1492 / 0.1551 Ha